1.
Formula: C10H32IN4O10
Source: the Open Molecules 2025 dataset
Level of theory: ωB97M-V/def2-TZVPD

Properties
Molar mass, g mol⁻¹: 495.29
Energy, eV: -45429.234
Net charge: -1
HOMO energy, eV: -6.566
Strongest force on any atom, hartree/bohr: 0.037
Frontier orbital gap, eV: 9.00

```
57
Properties=species:S:1:pos:R:3:forces:R:3
I 0.202 -0.035 -0.447 0.03 0.00 -0.06
C 2.109 1.706 -3.652 -0.47 -0.85 0.96
C 1.430 0.897 -4.734 0.53 1.19 -1.22
O 2.326 0.558 -5.816 -0.22 -0.22 0.47
O 2.962 0.933 -2.796 -0.28 0.51 -0.23
H 1.258 2.075 -3.064 0.14 0.17 0.08
H 2.644 2.585 -4.011 0.10 -0.19 -0.41
H 0.716 1.622 -5.152 -0.29 -0.33 -0.01
H 0.898 0.013 -4.394 0.08 0.06 0.44
H 2.127 -0.352 -6.047 0.20 -0.01 -0.10
H 2.473 0.889 -1.965 0.15 -0.41 0.05
C -4.447 -0.616 1.978 -1.04 -0.35 -1.00
C -3.246 -1.225 1.289 1.61 0.73 0.43
O -3.424 -1.156 -0.117 -0.59 -0.46 -0.11
O -4.785 0.618 1.328 0.43 0.11 0.55
H -4.314 -0.514 3.051 0.25 0.44 -0.02
H -5.345 -1.229 1.828 0.22 -0.50 0.20
H -2.911 -2.206 1.644 -0.80 -0.32 -0.15
H -2.351 -0.635 1.538 -0.31 0.30 0.04
H -2.632 -0.779 -0.509 0.34 0.00 -0.04
H -4.719 0.392 0.389 0.03 0.07 0.03
C 4.830 2.239 1.424 0.86 0.11 -0.58
C 3.807 1.214 0.976 0.45 -0.11 1.82
O 2.785 1.238 1.985 -0.29 0.04 -0.69
O 4.310 3.557 1.478 -0.10 -0.24 0.08
H 5.672 2.189 0.721 -0.27 0.44 -0.22
H 5.327 2.013 2.376 -0.55 -0.41 0.18
H 4.308 0.242 1.045 -0.07 -0.11 -0.49
H 3.451 1.416 -0.030 -0.16 0.07 -0.02
H 1.972 0.879 1.592 0.17 0.08 0.07
H 3.578 3.487 2.108 -0.01 0.15 -0.21
C -0.788 -3.996 -0.521 -0.75 -0.42 -0.37
C -0.500 -5.390 -1.065 0.67 0.96 -0.07
O 0.612 -5.272 -1.979 -0.45 -0.60 0.26
O 0.265 -3.524 0.287 -0.15 0.20 -0.22
H -1.735 -4.013 0.033 0.04 -0.19 0.17
H -0.996 -3.340 -1.372 0.32 0.13 -0.04
H -1.351 -5.772 -1.634 -0.25 0.01 0.35
H -0.248 -6.038 -0.219 -0.02 -0.18 -0.13
H 0.632 -6.124 -2.431 0.32 0.21 -0.09
H 0.343 -2.580 0.065 0.28 -0.11 0.20
C -1.797 3.813 -0.295 0.33 0.48 -0.50
O -2.267 4.893 0.028 -0.07 0.00 0.06
N -0.588 3.671 -0.933 0.36 -0.36 -0.14
N -2.429 2.625 -0.160 -0.44 -0.02 0.20
H -0.170 2.751 -0.917 0.12 0.12 -0.09
H 0.033 4.446 -1.059 -0.17 0.21 0.29
H -3.327 2.625 0.292 0.13 -0.25 0.16
H -1.921 1.777 -0.354 -0.26 -0.17 0.15
C -0.793 -0.187 4.004 0.10 -0.73 0.68
O -1.238 0.011 5.135 0.06 -0.06 -0.75
N -0.590 0.768 3.074 0.17 -0.15 -0.11
N -0.448 -1.468 3.584 -0.44 0.50 0.56
H -0.222 0.483 2.179 -0.20 0.41 -0.20
H -0.877 1.710 3.252 0.04 0.04 0.00
H -0.658 -2.186 4.252 0.18 -0.10 -0.04
H 0.046 -1.698 2.743 -0.02 0.09 -0.15
```
Positions in Å, forces in eV/Å.

2.
Formula: C10H32O6
Source: the Open Molecules 2025 dataset
Level of theory: ωB97M-V/def2-TZVPD

Properties
Molar mass, g mol⁻¹: 248.36
Energy relative to the best compared isomer or geometry (same formula, charge and spin), kcal/mol: 75.9
Energy, eV: -23170.065
HOMO energy, eV: -10.042
Strongest force on any atom, hartree/bohr: 0.057
Frontier orbital gap, eV: 10.41

```
48
Properties=species:S:1:pos:R:3:forces:R:3
C -1.042 1.869 -4.997 -1.32 0.44 -0.37
C -1.495 3.185 -4.301 -0.55 -0.74 -1.01
C -2.950 3.237 -3.783 -0.76 0.09 -1.38
O -0.633 3.367 -3.264 1.60 0.46 2.44
H -1.476 1.016 -4.474 0.12 -0.14 0.19
H 0.044 1.779 -5.023 -0.10 0.21 0.06
H -1.432 1.815 -6.013 0.06 -0.04 -0.12
H -1.245 4.032 -4.940 -0.62 0.03 -0.40
H -3.268 4.196 -3.374 0.73 0.07 0.47
H -3.265 2.433 -3.118 0.57 -0.06 0.27
H -3.673 3.167 -4.596 0.12 -0.32 -0.52
H -0.598 2.538 -2.782 0.16 0.00 0.37
C 4.242 -7.636 2.605 1.13 0.12 1.28
C 4.226 -6.108 2.980 0.88 -1.62 -1.79
C 5.607 -5.450 3.026 0.03 -0.40 0.36
O 3.474 -5.501 1.939 -1.13 0.99 0.66
H 3.289 -8.163 2.589 -0.24 0.61 -0.10
H 4.836 -8.177 3.343 0.08 -0.07 0.32
H 4.784 -7.856 1.685 -0.17 0.44 -0.34
H 3.803 -5.973 3.975 -0.74 0.18 -0.38
H 5.508 -4.418 3.364 -0.04 0.02 -0.08
H 6.111 -5.451 2.059 -0.10 -0.07 -0.13
H 6.259 -5.967 3.730 0.05 -0.03 0.07
H 3.941 -5.575 1.104 0.24 -0.16 0.13
C -5.366 5.900 2.813 -0.68 1.41 -2.32
O -5.385 5.453 4.108 0.17 -0.63 1.10
H -4.856 5.341 2.028 0.48 -0.85 0.52
H -6.383 5.974 2.427 -0.32 -0.23 0.28
H -5.001 6.912 2.641 0.28 0.30 0.61
H -4.684 5.845 4.634 0.07 -0.01 -0.19
C -0.456 0.286 1.880 0.34 -0.46 0.05
O 0.867 0.159 1.312 -0.74 0.47 0.31
H -0.717 -0.446 2.644 0.57 -0.24 0.21
H -0.524 1.259 2.365 0.09 0.03 -0.30
H -1.261 0.159 1.156 0.19 0.33 -0.45
H 1.191 -0.744 1.263 -0.45 -0.13 0.17
C -7.357 -1.162 -0.246 -1.02 0.43 -0.49
O -7.076 -1.600 -1.592 -0.05 0.07 0.84
H -8.392 -1.366 0.024 -0.16 -0.72 -0.23
H -6.757 -1.565 0.569 0.43 0.06 -0.40
H -7.408 -0.073 -0.247 0.84 0.14 0.08
H -6.341 -2.218 -1.606 -0.04 0.03 0.20
C 6.579 2.688 -1.630 -0.35 -1.23 2.58
O 7.943 2.527 -1.119 -0.58 0.56 -1.52
H 6.088 3.590 -1.266 0.48 0.61 -0.66
H 6.343 2.428 -2.662 1.05 0.43 -0.09
H 6.020 1.953 -1.050 -0.42 -0.40 -0.23
H 7.883 2.342 -0.179 -0.18 0.03 -0.08
```
Positions in Å, forces in eV/Å.